Arrangement 1

This record from the Open Molecules 2025 dataset describes the molecule C4H4O. The level of theory is ωB97M-V/def2-TZVPD.

Element x y z (Å)
C  1.0707  -0.0530  -0.5185
C  -0.0484  -0.9290  -0.7624
C  -1.0293  -0.4727  0.0506
O  -0.6279  0.5966  0.7722
C  0.6712  0.8254  0.4181
H  2.0340  -0.0919  -0.9856
H  -0.0972  -1.7855  -1.4199
H  -2.0450  -0.7859  0.1854
H  1.1461  1.6667  0.9158

gap between HOMO and LUMO: 10.094 eV
structure (SMILES): c1ccoc1
LUMO level: 1.18 eV

Atomic partial charges in e from the Löwdin method, atoms 1 to 2:
1 C -0.082
2 C -0.070

Arrangement 2

This record from the Open Molecules 2025 dataset describes the molecule C4H4O. The level of theory is ωB97M-V/def2-TZVPD.

Element x y z (Å)
C  -1.4812  -0.1360  0.3015
C  -1.6163  -1.3116  -0.2375
C  -0.0950  0.5222  -0.1011
C  1.1574  -0.2905  -0.1803
O  -0.0261  1.7161  -0.1520
H  -2.0590  0.6112  0.7988
H  1.1394  -0.7162  0.8045
H  1.8994  0.5294  -0.1188
H  1.0814  -0.9246  -1.1150

gap between HOMO and LUMO: 9.590 eV
LUMO level: -0.85 eV

Atomic partial charges in e from the Löwdin method, atoms 1 to 2:
1 C -0.164
2 C 0.190

Stability verdict: arrangement 1, ahead by 355.1 kJ/mol

Arrangement 1

This record from the Open Molecules 2025 dataset describes the molecule C6H16N2O. The level of theory is ωB97M-V/def2-TZVPD.

Element x y z (Å)
C  0.8393  1.4923  -0.7162
C  0.4158  0.3978  0.2524
C  0.9124  -0.9568  -0.1075
N  2.4546  -0.7871  0.3247
N  3.4170  -1.2032  -0.6486
C  -1.3243  0.0875  0.1378
C  -2.0420  1.4255  0.3214
C  -1.8719  -0.9090  1.1612
O  -1.6106  -0.3948  -1.1755
H  0.3837  1.3252  -1.6973
H  0.5366  2.4804  -0.3615
H  1.9242  1.5064  -0.8616
H  0.5873  0.6753  1.2947
H  0.5574  -1.7914  0.4942
H  0.8544  -1.1602  -1.1792
H  2.6308  -1.2240  1.2331
H  3.6942  -0.4140  -1.2371
H  3.0521  -1.9207  -1.2754
H  -1.8091  2.1252  -0.4868
H  -1.8002  1.8868  1.2831
H  -3.1333  1.2946  0.2871
H  -2.9661  -0.9825  1.0945
H  -1.6135  -0.6147  2.1834
H  -1.5151  -1.9257  0.9786
H  -2.5740  -0.4128  -1.2995

gap between HOMO and LUMO: 9.311 eV
structure (SMILES): C[C@H](CNN)C(C)(C)O
LUMO level: 0.80 eV

Atomic partial charges in e from the Löwdin method, atoms 1 to 2:
1 C -0.072
2 C -0.269

Arrangement 2

This record from the Open Molecules 2025 dataset describes a structure of composition C6H16N2O. The level of theory is ωB97M-V/def2-TZVPD.

Element x y z (Å)
C  0.6522  -0.5465  -0.2199
C  0.1615  0.8153  -0.3201
C  -2.2232  0.6726  1.1526
C  0.2532  -1.4759  -1.3460
C  0.6998  -1.2206  1.1312
C  2.3737  -0.0075  -0.6347
N  -1.6405  0.1837  -0.0712
N  0.5037  1.7859  0.6038
O  -2.2790  0.9353  -1.1499
H  -2.6738  0.2514  -1.7031
H  0.1090  1.1973  -1.3365
H  0.1070  2.6961  0.4264
H  0.4358  1.5152  1.5737
H  -1.7604  0.1391  1.9853
H  -2.0801  1.7564  1.3035
H  -3.3031  0.4793  1.1726
H  -0.7571  -1.8368  -1.1633
H  0.2552  -0.9604  -2.3050
H  0.9409  -2.3196  -1.3984
H  -0.2761  -1.6498  1.3531
H  1.4456  -2.0158  1.1149
H  0.9671  -0.5350  1.9341
H  2.4383  0.5359  -1.5733
H  2.7692  0.5677  0.1960
H  2.8813  -0.9635  -0.7258

gap between HOMO and LUMO: 8.492 eV
LUMO level: 0.83 eV

Atomic partial charges in e from the Löwdin method, atoms 1 to 2:
1 C -0.500
2 C -0.267

Stability verdict: arrangement 1, ahead by 164.3 kJ/mol

Arrangement 1

This record from the Open Molecules 2025 dataset describes a cluster of 2 separate species, C6H16N2O in total. The level of theory is ωB97M-V/def2-TZVPD.

Element x y z (Å)
C  -1.0157  -1.5666  0.3255
C  -0.6241  -0.1573  0.7543
C  -1.1119  0.9768  -0.2075
C  -2.6108  1.2261  -0.0168
N  -0.4210  2.2249  0.0919
N  -0.8664  0.7048  -1.6079
H  -2.0958  -1.6595  0.2413
H  -0.5674  -1.8183  -0.6335
H  -0.6698  -2.2914  1.0594
H  0.4673  -0.0995  0.8111
H  -1.0201  0.0425  1.7496
H  -3.1824  0.3317  -0.2301
H  -2.8105  1.5401  1.0002
H  -2.9152  2.0163  -0.6936
H  -0.4089  2.3988  1.0926
H  0.5343  2.1884  -0.2483
H  -1.3977  -0.0982  -1.9198
H  0.1239  0.5362  -1.7728
C  3.0412  -1.5314  0.2339
C  2.7839  -0.1459  -0.2580
O  2.2247  0.1392  -1.2798
H  2.6723  -1.6389  1.2524
H  2.5760  -2.2675  -0.4152
H  4.1188  -1.6946  0.2564
H  3.1753  0.6435  0.4146

gap between HOMO and LUMO: 9.545 eV
structure (SMILES): CCC(C)(N)N.CC=O
LUMO level: 0.85 eV

Atomic partial charges in e from the Löwdin method, atoms 1 to 2:
1 C -0.103
2 C -0.201

Arrangement 2

This record from the Open Molecules 2025 dataset describes a cluster of 3 separate species, C6H16N2O in total. The level of theory is ωB97M-V/def2-TZVPD.

Element x y z (Å)
C  1.6580  1.7282  -2.1777
C  1.2752  0.4652  -2.0177
C  -0.1028  -0.0450  -2.2934
O  2.1855  -0.3954  -1.4477
N  1.6129  -1.5935  -0.8979
H  1.0275  2.4313  -2.6890
H  2.6596  2.0414  -1.9403
H  -0.7006  0.7432  -2.7408
H  -0.5836  -0.3608  -1.3681
H  -0.0592  -0.9055  -2.9607
H  1.8445  -2.3396  -1.5555
H  2.1569  -1.7620  -0.0496
C  -2.2731  -0.8041  1.3940
C  -2.1139  -1.6434  2.4494
H  -2.2099  -1.1819  0.3858
H  -2.7364  0.1627  1.5084
H  -2.0119  -2.7108  2.3024
H  -2.4304  -1.3409  3.4380
C  0.0743  1.6536  1.5926
N  -0.1219  0.2362  1.3286
H  1.0990  1.9034  1.8989
H  -0.6057  1.9499  2.3923
H  -0.1549  2.2154  0.6863
H  0.4985  -0.0762  0.5872
H  0.0127  -0.3711  2.1748

gap between HOMO and LUMO: 8.886 eV
structure (SMILES): C=C(C)ON.C=C.CN
LUMO level: 0.87 eV

Atomic partial charges in e from the Löwdin method, atoms 1 to 2:
1 C 0.048
2 C -0.435

Stability verdict: arrangement 1, ahead by 380.8 kJ/mol